# 1
A 10-piece molecular cluster, C34H96N8O10 overall at a distorted geometry, computed with the ωB97M-V functional and the def2-TZVPD basis.

Geometry as XYZ:
```
148
C34H96N8O10 (the ωB97M-V functional and the def2-TZVPD basis)
O 1.795 0.374 3.049
H 1.377 0.395 2.173
H 2.603 -0.127 2.909
C 1.529 -2.284 -3.568
C 3.011 -2.280 -3.865
C 3.337 -1.872 -5.268
O 4.712 -2.065 -5.481
C 5.191 -1.390 -6.625
N 3.670 -1.328 -2.906
H 1.229 -2.728 -2.619
H 1.021 -2.841 -4.361
H 1.127 -1.265 -3.558
H 3.441 -3.261 -3.637
H 2.968 -0.861 -5.481
H 2.781 -2.539 -5.954
H 4.811 -1.877 -7.533
H 6.273 -1.521 -6.656
H 4.961 -0.323 -6.602
H 3.292 -1.591 -2.002
H 4.669 -1.498 -2.927
C -2.587 -2.281 4.875
C -1.102 -1.977 5.001
C -0.200 -2.992 4.280
O -0.526 -4.292 4.741
C 0.548 -5.203 4.770
N -0.820 -0.602 4.605
H -2.995 -2.795 5.747
H -2.826 -2.905 4.011
H -3.122 -1.328 4.849
H -0.767 -2.149 6.031
H 0.829 -2.755 4.580
H -0.244 -2.905 3.182
H 0.255 -6.124 4.262
H 0.838 -5.382 5.809
H 1.442 -4.852 4.241
H -1.222 -0.433 3.692
H 0.187 -0.500 4.521
C -4.127 2.210 2.654
C -5.257 1.236 2.930
C -5.268 -0.088 2.196
O -4.859 -0.006 0.851
C -4.787 -1.264 0.246
N -5.153 0.881 4.385
H -3.155 1.853 3.003
H -4.331 3.194 3.076
H -3.963 2.375 1.583
H -6.194 1.787 2.796
H -6.305 -0.472 2.213
H -4.691 -0.838 2.755
H -4.688 -1.118 -0.829
H -5.702 -1.859 0.388
H -3.942 -1.860 0.614
H -5.198 1.757 4.890
H -5.938 0.298 4.651
C -4.831 7.264 -0.392
C -4.297 6.292 0.665
C -3.339 5.286 0.056
O -3.941 4.516 -0.944
C -3.039 3.567 -1.443
N -3.618 6.965 1.768
H -5.602 6.795 -1.007
H -4.054 7.583 -1.100
H -5.239 8.183 0.031
H -5.195 5.776 1.023
H -3.021 4.640 0.883
H -2.523 5.919 -0.334
H -3.531 2.962 -2.203
H -2.626 2.881 -0.691
H -2.179 4.074 -1.905
H -2.853 7.515 1.380
H -4.223 7.675 2.168
C 4.248 1.629 -0.090
C 3.555 2.169 -1.312
C 4.494 2.631 -2.425
O 3.660 3.151 -3.458
C 4.404 3.688 -4.533
N 2.559 1.234 -1.818
H 4.805 0.712 -0.330
H 3.499 1.217 0.594
H 4.850 2.374 0.421
H 3.109 3.134 -1.042
H 5.095 1.802 -2.823
H 5.079 3.496 -2.083
H 5.067 2.912 -4.940
H 5.062 4.494 -4.185
H 3.688 4.026 -5.274
H 2.138 1.607 -2.663
H 3.101 0.418 -2.152
C 0.455 4.370 -0.068
C 1.363 5.166 0.865
C 2.530 5.809 0.105
O 3.216 6.610 1.050
C 4.393 7.215 0.548
N 0.551 6.291 1.431
H -0.305 3.999 0.629
H 0.961 3.499 -0.489
H -0.036 4.967 -0.833
H 1.738 4.602 1.718
H 2.109 6.427 -0.696
H 3.223 5.035 -0.244
H 4.282 8.283 0.349
H 4.712 6.730 -0.382
H 5.184 7.056 1.282
H -0.312 6.382 0.906
H 1.054 7.158 1.280
C 1.344 -7.696 1.488
C 2.197 -6.644 0.812
C 1.555 -5.291 0.889
O 2.262 -4.359 0.104
C 1.839 -3.039 0.321
N 3.588 -6.656 1.404
H 0.275 -7.471 1.413
H 1.463 -7.709 2.580
H 1.590 -8.696 1.141
H 2.403 -6.897 -0.229
H 1.460 -4.907 1.914
H 0.538 -5.391 0.475
H 2.096 -2.665 1.316
H 0.759 -2.911 0.155
H 2.319 -2.436 -0.448
H 3.848 -5.678 1.527
H 3.485 -6.980 2.365
C -0.854 -5.554 -1.959
C -2.081 -5.032 -1.226
C -2.650 -3.783 -1.885
O -1.658 -2.904 -2.339
C -2.172 -1.902 -3.180
N -3.099 -6.117 -1.210
H -1.017 -5.599 -3.039
H -0.631 -6.552 -1.577
H 0.022 -4.920 -1.815
H -1.836 -4.868 -0.175
H -3.278 -3.276 -1.125
H -3.408 -3.987 -2.658
H -2.937 -1.268 -2.710
H -2.632 -2.318 -4.084
H -1.322 -1.266 -3.424
H -3.247 -6.386 -2.180
H -3.984 -5.737 -0.887
C -1.067 -0.008 1.237
C -0.301 0.190 -0.048
O 1.085 0.105 0.239
H -1.133 0.950 1.752
H -0.585 -0.789 1.831
H -2.066 -0.446 1.155
H -0.521 1.159 -0.521
H -0.609 -0.526 -0.827
H 1.616 0.342 -0.558
```

The value obtained for the energy relative to the best compared isomer or geometry (same formula, charge and spin) is 0.8 kcal/mol. The value obtained for the LUMO energy is 0.449 eV. As for the SMILES: COC[C@H](C)N.COC[C@H](C)N.COC[C@H](C)N.COC[C@H](C)N.COC[C@H](C)N.COC[C@H](C)N.COC[C@H](C)N.COC[C@H](C)N.CCO.O.

***

# 2
A 14-piece molecular cluster, C34H98N12O14 overall at a distorted geometry, computed with the ωB97M-V functional and the def2-TZVPD basis.

Geometry as XYZ:
```
158
C34H98N12O14 (the ωB97M-V functional and the def2-TZVPD basis)
C 4.078 4.476 -0.350
C 2.707 4.579 -1.106
C 2.713 5.240 -2.480
O 2.145 3.238 -1.403
H 4.551 5.435 -0.315
H 4.743 3.759 -0.776
H 3.843 4.193 0.656
H 1.967 5.071 -0.413
H 3.355 4.798 -3.239
H 3.004 6.251 -2.322
H 1.720 5.139 -2.939
H 2.197 2.568 -0.702
C -2.016 4.689 3.953
C -1.069 4.845 2.748
C 0.312 5.341 3.091
O -1.015 3.552 2.083
H -2.295 5.670 4.347
H -1.434 4.172 4.699
H -2.954 4.134 3.756
H -1.443 5.579 2.067
H 1.028 4.748 3.699
H 0.201 6.253 3.688
H 0.917 5.519 2.128
H -0.566 3.734 1.219
C -4.654 -2.776 3.493
C -3.783 -2.388 2.307
C -3.172 -3.688 1.666
O -4.461 -1.644 1.287
H -4.217 -3.528 4.122
H -5.594 -3.201 3.121
H -4.900 -1.913 4.065
H -2.986 -1.731 2.636
H -2.453 -4.035 2.427
H -2.631 -3.603 0.732
H -4.022 -4.448 1.503
H -5.225 -1.253 1.750
C 0.491 -0.930 1.357
C 0.890 0.209 2.308
C 0.007 0.259 3.505
O 2.298 0.032 2.748
H 1.371 -1.045 0.762
H -0.324 -0.500 0.794
H 0.267 -1.789 1.982
H 0.811 1.116 1.655
H -0.981 0.229 3.083
H 0.110 1.248 3.904
H 0.050 -0.564 4.264
H 2.892 0.547 2.056
C 0.890 3.817 -5.167
C 0.309 2.545 -4.413
C -0.445 1.581 -5.286
O 1.479 1.834 -3.792
H 1.136 3.501 -6.171
H 1.770 4.080 -4.689
H 0.178 4.609 -5.283
H -0.323 2.775 -3.586
H -0.547 0.548 -4.909
H -0.005 1.368 -6.290
H -1.460 1.978 -5.453
H 1.711 2.298 -2.972
C 4.964 -5.066 -0.286
C 4.385 -4.767 1.084
C 5.441 -4.147 2.043
O 3.244 -3.763 0.831
H 4.131 -5.231 -0.979
H 5.598 -5.965 -0.292
H 5.469 -4.141 -0.596
H 3.974 -5.653 1.580
H 6.273 -4.872 2.034
H 5.064 -4.043 3.054
H 5.714 -3.061 1.726
H 2.678 -4.172 0.146
C 0.105 -2.930 7.246
C 1.511 -2.985 7.940
C 1.329 -3.657 9.343
O 2.501 -3.627 7.194
H 0.067 -2.369 6.342
H -0.722 -2.469 7.905
H -0.104 -3.947 6.971
H 1.894 -1.969 8.013
H 2.278 -3.633 9.927
H 1.151 -4.679 8.965
H 0.466 -3.198 9.897
H 2.164 -4.170 6.412
C -0.688 6.542 -0.715
C -1.702 5.392 -0.777
C -2.511 5.448 -2.074
O -3.157 6.686 -2.236
C -3.685 6.873 -3.577
N -0.905 4.163 -0.709
H 0.098 6.558 -1.492
H -0.183 6.544 0.297
H -1.199 7.531 -0.812
H -2.372 5.537 0.064
H -3.303 4.689 -2.001
H -1.769 5.419 -2.873
H -3.952 5.957 -4.097
H -3.172 7.552 -4.228
H -4.660 7.333 -3.388
H -0.310 4.146 -1.556
H -1.461 3.315 -0.948
C -5.859 -1.020 -3.878
C -4.905 -1.472 -5.004
C -3.966 -2.576 -4.541
O -3.130 -2.040 -3.571
C -2.104 -2.955 -3.301
N -5.606 -1.927 -6.201
H -5.230 -0.378 -3.241
H -6.299 -1.896 -3.467
H -6.638 -0.394 -4.269
H -4.214 -0.567 -5.300
H -3.423 -2.957 -5.396
H -4.572 -3.504 -4.295
H -2.511 -3.824 -2.856
H -1.428 -2.438 -2.639
H -1.428 -3.219 -4.103
H -6.509 -1.437 -6.109
H -5.135 -1.754 -7.089
C 1.810 -4.083 4.058
O 1.525 -4.814 4.970
N 2.656 -2.944 4.042
N 1.223 -4.282 2.807
H 3.123 -2.621 4.846
H 2.633 -2.312 3.203
H 1.801 -3.939 2.025
H 0.680 -5.070 2.546
C 3.667 0.218 -0.347
O 3.217 1.096 0.432
N 3.902 -1.101 -0.021
N 3.990 0.576 -1.638
H 3.545 -1.483 0.848
H 4.019 -1.824 -0.731
H 3.674 1.557 -1.781
H 4.640 0.100 -2.296
C -2.904 0.967 -0.401
O -2.285 1.635 -1.206
N -3.646 -0.055 -0.834
N -2.844 1.200 0.945
H -3.961 -0.793 -0.202
H -3.431 -0.458 -1.757
H -2.144 1.924 1.238
H -3.197 0.565 1.604
C 2.504 -1.720 -3.045
O 3.384 -2.562 -2.922
N 1.353 -1.747 -2.319
N 2.540 -0.720 -3.970
H 1.150 -2.560 -1.766
H 0.528 -1.192 -2.459
H 3.414 -0.685 -4.490
H 2.009 0.135 -3.828
C 1.100 -4.999 -2.013
O 1.296 -4.423 -0.934
N 0.174 -5.987 -2.056
N 1.793 -4.722 -3.134
H 0.024 -6.556 -2.896
H -0.021 -6.374 -1.172
H 2.474 -3.941 -3.104
H 1.732 -5.334 -3.960
```

The value obtained for the LUMO energy is 0.233 eV.